ORCA calculation (ωB97M-V/def2-TZVPD) on a cluster of 3 separate species, C22H45FNO6 in total in a non-equilibrium geometry.

Geometry as XYZ:
```
75
Properties=species:S:1:pos:R:3:lowdin_charge:R:1
C -3.42500 -2.75865 -1.12126 -0.1159
C -3.55429 -1.30581 -1.70821 -0.2433
C -2.30559 -0.47496 -1.22255 -0.2015
C -2.62476 0.43839 0.01074 -0.1839
C -1.51431 0.28539 1.12050 -0.2004
C -1.07624 1.67387 1.70929 -0.2013
C 0.29511 1.54035 2.46671 -0.2088
C 1.51524 1.89617 1.54615 -0.2089
C 1.98146 0.69291 0.64671 -0.2080
C 1.70787 0.98059 -0.86801 -0.2020
C 2.77974 0.25144 -1.77878 -0.3686
N 2.92164 -1.16829 -1.52170 -0.0989
C 1.84508 -1.93208 -2.06256 -0.4827
F 0.92720 -1.21125 -2.88077 -0.0906
C 0.95589 -2.62879 -0.95753 -0.2232
C 1.69671 -3.81604 -0.25841 -0.1187
H -2.45251 -3.17617 -1.45325 0.0610
H -3.42844 -2.76962 -0.01684 0.0605
H -4.19791 -3.42833 -1.55217 0.0621
H -3.55035 -1.44138 -2.80788 0.0943
H -4.48971 -0.81909 -1.36648 0.0910
H -1.85307 0.08838 -2.05977 0.1096
H -1.58006 -1.23008 -0.86489 0.0674
H -2.75075 1.49462 -0.29680 0.1009
H -3.57514 0.08081 0.45281 0.0968
H -0.62712 -0.26471 0.76589 0.0682
H -1.97998 -0.28525 1.95252 0.1021
H -1.86116 1.97842 2.43069 0.0981
H -1.05743 2.43534 0.90808 0.1005
H 0.40646 0.45697 2.69778 0.0950
H 0.30848 2.07071 3.43617 0.0905
H 2.36223 2.16118 2.22074 0.0921
H 1.32230 2.81812 0.95968 0.0937
H 3.08256 0.61447 0.75870 0.1009
H 1.54408 -0.27219 0.95079 0.0762
H 1.90698 2.07569 -0.99856 0.0854
H 0.66554 0.77229 -1.17438 0.0873
H 3.75503 0.71379 -1.47373 0.0765
H 2.65136 0.51752 -2.85854 0.0780
H 2.30104 -2.77889 -2.64345 0.1052
H 0.64741 -1.84536 -0.23892 0.0584
H 0.04193 -2.98081 -1.49334 0.0807
H 1.28413 -4.77391 -0.63539 0.0564
H 2.76197 -3.74169 -0.55664 0.0612
H 1.57750 -3.73092 0.83644 0.0493
C 4.63281 3.49283 -4.52873 -0.0654
C 4.95409 3.96945 -3.12729 -0.2010
O 4.90628 5.40453 -3.04042 0.0333
C 3.68713 5.93530 -2.98927 -0.6157
O 2.64836 5.33752 -2.99631 0.1329
O 3.81883 7.26719 -2.94247 -0.0021
C 2.57743 7.96519 -2.97729 -0.0535
H 5.28271 3.98296 -5.25765 0.0760
H 4.76238 2.41309 -4.60409 0.0828
H 3.60506 3.73408 -4.80125 0.0744
H 5.97283 3.68086 -2.87030 0.1214
H 4.29200 3.51708 -2.38741 0.1203
H 1.90194 7.61125 -2.19943 0.0955
H 2.11556 7.85835 -3.95936 0.0968
H 2.79057 9.01807 -2.80279 0.0886
C -4.96364 -4.00290 6.02774 -0.0699
C -5.27512 -4.35153 4.58587 -0.2197
O -4.50473 -3.55809 3.67870 0.0349
C -3.22958 -3.92964 3.54064 -0.6128
O -2.70009 -4.85719 4.09061 0.1231
O -2.64488 -3.08245 2.69678 -0.0044
C -1.24244 -3.30521 2.52274 -0.0298
H -5.08672 -2.93153 6.19670 0.0808
H -5.62262 -4.54795 6.70526 0.0763
H -3.93224 -4.25128 6.27910 0.0738
H -6.32032 -4.12718 4.37343 0.1197
H -5.12351 -5.41372 4.38647 0.1227
H -1.03464 -4.33556 2.23769 0.0990
H -0.70820 -3.04781 3.43790 0.1031
H -0.90041 -2.64883 1.72484 0.0764
```

Results
frontier orbital gap = 4.3 eV
charge = -1
E_HOMO = -0.0657 hartree
multiplicity = 1

ORCA calculation (ωB97M-V/def2-TZVPD) on a structure of composition C26H30As2BrIrN2O2 in a non-equilibrium geometry.

Geometry as XYZ:
```
64
Properties=species:S:1:pos:R:3:nbo_charge:R:1
Ir -0.00252 0.10171 -0.12891 0.6554
O 4.45897 1.70330 -3.04431 -0.5384
C 4.16366 0.55763 -3.64711 0.5289
C 4.67540 0.23152 -4.91627 -0.2287
C 4.34879 -0.96520 -5.51276 -0.1572
C 3.49875 -1.85979 -4.86526 0.0062
C 2.98283 -1.55025 -3.60434 -0.1840
C 3.31569 -0.36376 -2.98227 -0.0492
C 2.76658 0.02009 -1.59951 0.2326
O 1.55068 0.56562 -1.62176 -0.7810
N 2.83116 -1.12953 -0.69796 -0.4437
N 1.97911 -1.18672 0.28659 -0.3078
C 2.01321 -2.12291 1.19304 0.0120
C 1.22922 -2.06881 2.36459 -0.1729
Br 0.17150 -0.47289 2.56609 0.2279
C 1.15916 -3.05466 3.31310 -0.0440
C 0.56652 -2.94330 4.60511 -0.1600
C 0.68689 -1.76286 5.37870 -0.2003
C 0.05254 -1.65661 6.59254 -0.1504
C -0.75273 -2.70065 7.05209 -0.1459
C -0.84446 -3.89044 6.32283 -0.1999
C -0.15274 -4.03689 5.14217 -0.1348
H 5.05044 2.25380 -3.58475 0.5292
H 5.33949 0.93107 -5.40500 0.2564
H 4.74715 -1.20593 -6.48545 0.2722
H 3.23614 -2.79763 -5.33252 0.2558
H 2.32373 -2.24940 -3.11381 0.2488
H 3.50014 0.77116 -1.20323 0.1595
H 3.58667 -1.80641 -0.79239 0.3962
H 2.70242 -2.96076 1.10669 0.2306
H 1.56622 -4.02546 3.04380 0.2514
H 1.36278 -0.98521 5.05539 0.2133
H 0.19789 -0.77803 7.20118 0.2307
H -1.28015 -2.59567 7.98821 0.2429
H -1.45650 -4.69957 6.69515 0.2455
H -0.21907 -4.95581 4.58042 0.2261
C -0.60441 3.65634 1.53193 -0.9253
As -0.57290 2.63656 -0.13745 1.2461
C 0.39581 3.80423 -1.35487 -0.9283
C -2.44069 2.69224 -0.73735 -0.3728
C -3.04839 3.94056 -0.84859 -0.1447
C -4.37661 4.04242 -1.22580 -0.1721
C -5.10323 2.89873 -1.50920 -0.1547
C -4.49937 1.65605 -1.41842 -0.1918
C -3.16830 1.54164 -1.02679 -0.3588
As -2.41090 -0.26448 -0.89205 1.2095
C -2.79720 -1.08886 -2.61944 -0.9278
C -3.68628 -1.18836 0.27486 -0.9256
H -1.00205 4.65454 1.33319 0.2718
H 0.40970 3.74500 1.92698 0.2625
H -1.23245 3.16070 2.27309 0.2609
H -0.14401 4.74090 -1.51629 0.2713
H 0.53385 3.29263 -2.30787 0.2649
H 1.37457 4.02600 -0.92494 0.2597
H -2.48543 4.84405 -0.63556 0.2170
H -4.84001 5.01480 -1.30471 0.2536
H -6.13921 2.97236 -1.80219 0.2540
H -5.07024 0.76725 -1.66284 0.2248
H -3.87819 -1.10049 -2.79774 0.2715
H -2.43668 -2.12097 -2.62406 0.2600
H -2.30670 -0.53677 -3.42293 0.2616
H -4.69586 -1.05713 -0.12332 0.2667
H -3.65407 -0.78114 1.28573 0.2605
H -3.47634 -2.25956 0.31653 0.2621
```

Results
frontier orbital gap (alpha / beta) = 5.0 / 3.5 eV
charge = +3
E_HOMO (alpha / beta) = -0.5571 / -0.5571 hartree
multiplicity = 2
expectation value of S² = 0.772

ORCA calculation (ωB97M-V/def2-TZVPD) on the molecule C3H6O2S in a non-equilibrium geometry.

Geometry as XYZ:
```
12
Properties=species:S:1:pos:R:3:nbo_charge:R:1
C -0.51268 -0.77538 -0.78919 -0.1601
C 0.54740 -0.52738 0.27389 -0.1277
C 0.41201 0.92952 0.75299 -0.1355
H 0.38915 -0.40129 -2.44236 0.4674
H -0.58550 -1.84496 -1.10847 0.1851
H -1.52780 -0.48740 -0.38996 0.2153
H 1.23430 1.18257 1.45172 0.1730
H 0.45117 1.60504 -0.11903 0.2128
H -0.84243 0.75915 2.18988 0.4712
O -0.32606 0.04162 -1.96125 -0.7051
O -0.79351 1.17122 1.34038 -0.6960
S 1.55394 -1.65272 0.80141 0.0997
```

Results
frontier orbital gap = 8.5 eV
E_HOMO = -0.3272 hartree
multiplicity = 1
relative energy (zero: lowest compared OMol25 entry of this formula, charge and spin) = 179.5 kJ/mol

ORCA calculation (ωB97M-V/def2-TZVPD) on a cluster of 5 separate species, C4H15BrF2NO7S2 in total in a non-equilibrium geometry.

Geometry as XYZ:
```
32
Properties=species:S:1:pos:R:3:nbo_charge:R:1
O 0.47744 1.77915 -1.25174 -0.7786
H 0.85623 0.98631 -1.63843 0.5622
H 0.01586 1.62257 -0.42468 0.5170
H -0.07333 2.21778 -1.90432 0.5283
Br -1.73576 3.81541 -2.61449 0.0374
N -0.72564 1.22452 0.73271 -1.1832
S -2.37363 1.49000 1.06609 2.3124
O -2.86854 2.87159 1.11652 -0.8070
O -3.22252 0.47403 1.62377 -0.8062
F -2.78074 0.96864 -0.48907 -0.5549
S -0.36879 1.45330 2.16706 2.4152
O -0.53177 0.36484 3.08803 -0.8524
O -0.57671 2.82614 2.62756 -0.8660
F 1.24870 1.51529 1.99167 -0.5235
C -1.76752 -3.23579 -0.90591 -0.6279
C -1.70253 -1.93800 -0.28237 -0.0733
O -0.61446 -1.65125 0.65109 -0.7629
H -0.87251 -3.54255 -1.44717 0.2031
H -2.58524 -3.16230 -1.62285 0.2222
H -1.93647 -3.99514 -0.14240 0.2147
H -2.57563 -1.81368 0.35820 0.1822
H -1.76163 -1.13353 -1.01547 0.1558
H -0.59776 -0.69613 0.74635 0.4752
C 3.30374 0.33861 0.35984 -0.6384
C 3.14191 -0.61843 -0.78270 -0.0616
O 1.79142 -0.71597 -1.02467 -0.7920
H 3.06258 -0.02393 1.35909 0.2328
H 2.94808 1.34408 0.13479 0.2057
H 4.37273 0.47382 0.19528 0.2070
H 3.48030 -1.61609 -0.50293 0.1755
H 3.60501 -0.24676 -1.69675 0.1702
H 1.36718 -1.37653 -0.47213 0.5110
```

Results
frontier orbital gap (alpha / beta) = 9.1 / 5.2 eV
E_HOMO (alpha / beta) = -0.3717 / -0.3717 hartree
multiplicity = 2
expectation value of S² = 0.752

ORCA calculation (ωB97M-V/def2-TZVPD) on a cluster of 2 separate species, C4H8BrI in total in a non-equilibrium geometry.

Geometry as XYZ:
```
14
Properties=species:S:1:pos:R:3:nbo_charge:R:1
C 0.51180 0.65669 -1.31595 -0.7004
C -0.19941 0.48955 1.46442 -0.6450
C 0.34558 -0.61810 -0.61033 -0.2269
C -0.52485 -0.72286 0.56034 -0.3205
Br 2.03222 -1.28939 0.07911 0.0220
I -2.64314 -0.60399 -0.00039 0.0384
H -0.45399 1.18683 -1.83458 0.2409
H 1.14049 0.54518 -2.17659 0.2420
H 0.79559 1.41792 -0.58475 0.2224
H 0.79200 0.53036 1.76506 0.2249
H -0.44139 1.34775 0.93980 0.2111
H -0.72640 0.46101 2.41944 0.2298
H -0.12445 -1.66957 -1.60960 0.2222
H -0.50404 -1.73137 0.90403 0.2392
```

Results
frontier orbital gap = 9.8 eV
E_HOMO = -0.3502 hartree
multiplicity = 1
relative energy (zero: lowest compared OMol25 entry of this formula, charge and spin) = 154.9 kJ/mol

ORCA calculation (ωB97M-V/def2-TZVPD) on a structure of composition C4H9NO2 in a non-equilibrium geometry.

Geometry as XYZ:
```
16
Properties=species:S:1:pos:R:3:nbo_charge:R:1
C 0.68494 0.39651 -1.50498 0.0173
O 1.60753 1.21088 -1.02210 -0.9505
C -0.33298 -0.33920 -0.47524 -0.2377
C -0.35538 0.50766 0.88007 -0.4345
C 0.63354 -0.07192 1.91972 -0.0165
O 0.44925 0.40114 3.18747 -1.0032
N -1.33464 -1.15553 -1.36605 -0.8999
H 0.03187 0.89124 -2.28293 0.0263
H 1.11760 -0.52140 -1.98881 0.0577
H -1.61505 -0.40725 -0.57523 0.3994
H -0.08718 1.51898 0.58046 0.2265
H -1.34239 0.38274 1.34167 0.1639
H 1.67692 0.07662 1.58551 0.1216
H 0.44359 -1.18326 1.89253 0.0454
H 0.25171 -1.19220 -0.16240 0.1877
H -1.82933 -0.51501 -2.00969 0.2965
```

Results
frontier orbital gap = 6.3 eV
charge = -2
E_HOMO = 0.0398 hartree
multiplicity = 1
relative energy (zero: lowest compared OMol25 entry of this formula, charge and spin) = 375.4 kJ/mol

ORCA calculation (ωB97M-V/def2-TZVPD) on a cluster of 2 separate species, C4H10NO3 in total in a non-equilibrium geometry.

Geometry as XYZ:
```
18
Properties=species:S:1:pos:R:3:nbo_charge:R:1
O 0.94882 2.26738 0.04566 -0.7543
C -0.14875 1.72015 -0.12815 0.7733
O -1.26235 2.22513 -0.40836 -0.7971
C -0.16451 0.15443 0.10099 -0.1554
C 0.88942 -0.22489 1.15056 -0.4004
C 0.62960 -1.58807 1.80037 -0.6117
N 0.23237 -0.38904 -1.20916 -0.9006
H -1.14028 -0.25274 0.35272 0.1774
H 0.90229 0.51305 1.94180 0.2046
H 1.88560 -0.27466 0.71808 0.2047
H -0.39498 -1.80844 2.08860 0.1943
H 0.92304 -2.43421 1.17169 0.1810
H 1.35235 -1.75583 2.61165 0.1919
H 0.46282 -1.35880 -1.38558 0.3544
H 0.72250 0.25921 -1.79792 0.3783
H -2.00365 1.65559 -1.88717 0.5127
H -1.65100 0.25041 -2.52753 0.4725
O -2.18330 1.04133 -2.63827 -1.0256
```

Results
frontier orbital gap = 8.3 eV
charge = -1
E_HOMO = -0.1668 hartree
multiplicity = 1
relative energy (zero: lowest compared OMol25 entry of this formula, charge and spin) = 84.7 kJ/mol

ORCA calculation (ωB97M-V/def2-TZVPD) on a cluster of 2 separate species, C4H11BO2 in total in a non-equilibrium geometry.

Geometry as XYZ:
```
18
Properties=species:S:1:pos:R:3:nbo_charge:R:1
B -1.83028 -0.89883 -1.37098 1.0447
C 1.69507 1.41980 0.99509 -0.6278
C 0.60754 -0.78021 0.89087 -0.5865
C -0.73445 1.18484 0.09617 -0.4498
C 0.71375 0.62118 0.20502 -0.2711
O -2.96620 -1.50591 -1.01507 -0.9237
O -0.83024 -1.50994 -2.12110 -0.9697
H 1.31077 1.57091 1.97289 0.2061
H 1.90952 2.41642 0.73345 0.2132
H 2.56228 0.88125 1.32210 0.2160
H 0.17679 -1.45285 0.21022 0.2082
H 0.08056 -0.59537 1.79226 0.1991
H 1.67322 -1.27379 1.02160 0.1904
H -1.25042 1.24664 1.03135 0.1769
H -0.92657 1.89221 -0.65321 0.1819
H 0.98409 0.24987 -0.89193 0.1781
H -3.08889 -2.27061 -1.65758 0.4960
H -0.08653 -1.19560 -2.56115 0.5181
```

Results
frontier orbital gap (alpha / beta) = 7.9 / 7.7 eV
E_HOMO (alpha / beta) = -0.2889 / -0.2775 hartree
multiplicity = 1
relative energy (zero: lowest compared OMol25 entry of this formula, charge and spin) = 459.6 kJ/mol

Copy entry 6 word for word.
ORCA calculation (ωB97M-V/def2-TZVPD) on a structure of composition C4H9NO2 in a non-equilibrium geometry.

Geometry as XYZ:
```
16
Properties=species:S:1:pos:R:3:nbo_charge:R:1
C 0.68494 0.39651 -1.50498 0.0173
O 1.60753 1.21088 -1.02210 -0.9505
C -0.33298 -0.33920 -0.47524 -0.2377
C -0.35538 0.50766 0.88007 -0.4345
C 0.63354 -0.07192 1.91972 -0.0165
O 0.44925 0.40114 3.18747 -1.0032
N -1.33464 -1.15553 -1.36605 -0.8999
H 0.03187 0.89124 -2.28293 0.0263
H 1.11760 -0.52140 -1.98881 0.0577
H -1.61505 -0.40725 -0.57523 0.3994
H -0.08718 1.51898 0.58046 0.2265
H -1.34239 0.38274 1.34167 0.1639
H 1.67692 0.07662 1.58551 0.1216
H 0.44359 -1.18326 1.89253 0.0454
H 0.25171 -1.19220 -0.16240 0.1877
H -1.82933 -0.51501 -2.00969 0.2965
```

Results
frontier orbital gap = 6.3 eV
charge = -2
E_HOMO = 0.0398 hartree
multiplicity = 1
relative energy (zero: lowest compared OMol25 entry of this formula, charge and spin) = 375.4 kJ/mol